ORCA calculation (ωB97M-V with the def2-TZVPD basis set) on a molecular structure, C16H44CuN4O8P at a distorted geometry.

Geometry (Å):
Cu1 -0.7767 -1.2130 0.2355
P1 -0.2615 -3.3717 1.9389
O1 -0.6319 -4.0317 3.2984
O2 0.4624 -2.0268 2.0600
O3 -1.4519 -3.1863 0.9999
O4 0.5829 -4.5251 1.4735
C1 -2.8104 2.3010 -1.1766
C2 -1.3078 2.4458 -0.9234
C3 -0.8235 3.7231 -0.1419
O5 0.5168 3.6095 0.2588
C4 1.0283 4.9539 0.4600
N1 -0.8392 1.2090 -0.3414
H1 -3.1055 1.4306 -1.7627
H2 -3.3614 3.0843 -1.6971
H3 -3.3357 2.0786 -0.2477
H4 -0.8254 2.4339 -1.9008
H5 -1.5756 3.7974 0.6436
H6 -0.9402 4.5221 -0.8741
H7 0.6679 5.7335 -0.2111
H8 2.1152 5.0183 0.4099
H9 0.8374 5.0976 1.5235
H10 -1.0757 1.2909 0.6371
H11 0.1243 1.5119 -0.3372
C5 -1.3220 -2.2663 -2.5103
C6 -1.2794 -3.7234 -2.7896
C7 -0.4727 -4.0107 -4.0608
O6 -1.1127 -3.2674 -5.1018
C8 -1.8892 -4.1035 -5.9826
N2 -0.7758 -4.5357 -1.6868
H12 -0.3858 -1.8158 -2.1806
H13 -2.0907 -2.0955 -1.7567
H14 -1.6277 -1.6046 -3.3207
H15 -2.2695 -4.1439 -2.9657
H16 -0.3137 -5.0621 -4.3003
H17 0.5591 -3.6614 -4.0998
H18 -2.7010 -4.5778 -5.4311
H19 -1.3027 -4.8551 -6.5110
H20 -2.4469 -3.5185 -6.7138
H21 0.1481 -4.1280 -1.6660
H22 -1.2655 -4.1191 -0.9079
C9 -2.3784 0.9902 4.4974
C10 -1.8387 1.5100 3.1910
C11 -0.5795 2.4354 3.4219
O7 -0.8320 3.4568 4.3950
C12 -1.5809 4.4669 3.9117
N3 -1.4424 0.3703 2.4646
H23 -2.7508 1.7203 5.2159
H24 -1.6233 0.3456 4.9473
H25 -3.2572 0.3702 4.3199
H26 -2.6626 2.0166 2.6884
H27 -0.1819 2.8428 2.4924
H28 0.2275 1.8432 3.8533
H29 -1.6267 5.4268 4.4261
H30 -2.5908 4.0856 3.7608
H31 -1.2171 4.7593 2.9267
H32 -1.8665 -0.3453 3.0374
H33 -0.4430 0.3522 2.3197
C13 2.6298 0.8280 -0.1928
C14 2.7347 -0.4771 -0.8239
C15 4.0015 -1.1568 -0.3981
O8 5.1669 -0.3496 -0.6051
C16 6.2782 -1.0382 -0.0282
N4 1.6437 -1.2764 -0.3862
H34 2.7407 0.6824 0.8817
H35 1.6152 1.2141 -0.2913
H36 3.2283 1.6066 -0.6657
H37 2.8392 -0.4401 -1.9082
H38 4.0781 -2.1080 -0.9249
H39 3.8074 -1.3946 0.6478
H40 7.1699 -0.4116 -0.0121
H41 6.6002 -1.9908 -0.4491
H42 6.1065 -1.1992 1.0361
H43 1.7779 -2.2239 -0.7092
H44 1.5608 -1.3106 0.6198

The energy is -3438.6564 a.u. As for the energy above the lowest of the compared OMol25 structures with the same formula, charge and spin: 83.5 kcal per mole. The charge is -2. The spin multiplicity is 1.

=====

ORCA calculation (ωB97M-V with the def2-TZVPD basis set) on 7 unconnected molecules or ions with the total composition C16H45O10Si at a distorted geometry.

Geometry (Å):
C1 -3.8316 -1.8904 -0.8153
O1 -3.9331 -0.9350 -1.8532
C2 -2.6934 -0.4112 -2.2924
C3 -2.1120 0.5889 -1.3015
C4 -2.8675 1.9257 -1.2764
C5 -3.3951 2.3288 0.1060
C6 -2.3865 2.3296 1.2480
C7 -1.2543 3.3544 1.1421
C8 -0.0542 2.9246 0.3074
C9 0.6852 1.6785 0.8460
C10 1.8701 2.0190 1.7274
C11 2.6318 0.8270 2.3604
Si1 2.1609 -0.9471 1.9009
C12 3.3017 -1.4999 0.5020
C13 2.9667 -0.8755 -0.8610
C14 3.5072 -1.6583 -2.0636
O2 2.4564 -2.3008 -2.8061
C15 1.7745 -1.3986 -3.6485
C16 2.4814 -2.0473 3.4369
O3 2.9154 -3.1921 3.1996
O4 2.1616 -1.5370 4.5228
H1 -4.5576 -2.6773 -1.0046
H2 -2.8346 -2.3316 -0.7696
H3 -4.0357 -1.4407 0.1577
H4 -2.8853 0.0908 -3.2344
H5 -1.9729 -1.2155 -2.4742
H6 -2.1464 0.1313 -0.3129
H7 -1.0570 0.7280 -1.5388
H8 -3.7208 1.8445 -1.9510
H9 -2.2427 2.7300 -1.6644
H10 -4.2021 1.6359 0.3580
H11 -3.8488 3.3195 0.0288
H12 -2.9453 2.5671 2.1562
H13 -2.0014 1.3241 1.4046
H14 -1.6776 4.2552 0.6830
H15 -0.9393 3.6642 2.1353
H16 0.6666 3.7450 0.2520
H17 -0.3602 2.7318 -0.7195
H18 1.0195 1.0962 -0.0137
H19 -0.0208 1.0810 1.4149
H20 1.4891 2.6571 2.5301
H21 2.5613 2.6462 1.1601
H22 2.6163 0.8634 3.4438
H23 3.6819 0.9310 2.0733
H24 0.7534 -1.1088 1.4568
H25 3.2514 -2.5882 0.4401
H26 4.3261 -1.2648 0.7955
H27 3.3648 0.1386 -0.8930
H28 1.8828 -0.8461 -0.9748
H29 4.0413 -0.9995 -2.7531
H30 4.1586 -2.4650 -1.7420
H31 1.4469 -0.5070 -3.1099
H32 0.8911 -1.9007 -4.0369
H33 2.4005 -1.0897 -4.4921
O5 0.5699 1.2926 4.7017
H34 1.1563 2.0279 4.8968
H35 0.9847 0.5242 5.1236
O6 -0.7249 -3.4082 1.9753
H36 -0.0820 -3.2104 2.6716
H37 -0.2023 -3.8880 1.3221
O7 -2.2049 0.5718 -5.4738
H38 -2.8643 0.2111 -6.0742
H39 -1.3819 0.5437 -5.9711
O8 3.5889 -3.6497 -5.1786
H40 3.0074 -3.3065 -4.4828
H41 3.5296 -4.6045 -5.0909
O9 -2.3648 -5.8337 1.7755
H42 -1.7871 -5.0639 1.9061
H43 -1.9885 -6.5132 2.3408
O10 -0.9117 5.6426 3.7503
H44 -0.2643 5.4241 4.4274
H45 -1.5484 6.2107 4.1933

The energy is -1678.5591 a.u. As for the energy above the lowest of the compared OMol25 structures with the same formula, charge and spin: 8.4 kcal per mole. The charge is -1. The spin multiplicity is 1.

=====

ORCA calculation (ωB97M-V with the def2-TZVPD basis set) on 8 unconnected molecules or ions with the total composition C16H47O8 at a distorted geometry.

Geometry (Å):
C1 -16.1038 -6.7454 9.8697
C2 -16.2117 -6.2130 8.3790
C3 -17.5666 -6.4963 7.7603
O1 -15.8286 -4.8515 8.2215
H1 -16.8609 -6.2264 10.4576
H2 -15.0927 -6.7784 10.2754
H3 -16.3423 -7.8073 9.9300
H4 -15.4760 -6.8186 7.8499
H5 -17.8551 -7.5456 7.8216
H6 -17.5018 -6.4108 6.6756
H7 -18.4735 -6.0169 8.1289
C4 -20.5190 -6.0806 2.5900
C5 -20.2993 -6.5356 4.0421
C6 -19.1040 -7.5542 4.3146
O2 -20.1602 -5.3646 4.8244
H8 -21.0354 -5.1294 2.4612
H9 -21.1645 -6.8173 2.1118
H10 -19.4932 -5.9462 2.2467
H11 -21.2467 -7.0493 4.2050
H12 -19.3115 -8.3126 3.5597
H13 -19.1279 -8.1574 5.2222
H14 -18.0852 -7.1691 4.2722
H15 -19.3346 -4.8954 4.6832
C7 -14.4680 -9.5453 15.3610
C8 -15.0282 -9.8754 14.0525
C9 -15.2258 -8.6911 13.1470
O3 -14.0949 -10.7962 13.5514
H16 -14.1893 -10.4382 15.9206
H17 -15.2599 -9.0891 15.9550
H18 -13.6215 -8.8587 15.3692
H19 -15.9882 -10.3819 14.1516
H20 -15.7132 -7.9704 13.8036
H21 -15.9253 -8.8325 12.3232
H22 -14.2934 -8.2067 12.8567
H23 -13.3277 -10.2644 13.3276
C10 -17.6929 -12.2120 9.6444
C11 -18.3272 -11.5048 8.4246
C12 -17.2944 -10.9112 7.4553
O4 -19.1657 -12.4017 7.7332
H24 -18.1092 -11.9294 10.6113
H25 -16.6464 -11.9078 9.6283
H26 -17.7287 -13.3014 9.6584
H27 -18.9522 -10.6679 8.7361
H28 -17.8043 -10.0507 7.0221
H29 -16.9122 -11.5194 6.6355
H30 -16.4193 -10.5858 8.0177
H31 -18.6470 -13.2094 7.7296
C13 -12.6903 -7.9996 9.8558
O5 -11.4034 -7.9974 9.3141
H32 -12.9733 -7.2915 10.6347
H33 -13.3370 -7.7905 9.0037
H34 -12.7689 -9.0293 10.2046
H35 -11.3244 -7.1693 8.8348
C14 -13.4684 -7.4749 5.1662
O6 -13.7477 -6.2252 4.5826
H36 -12.5155 -7.7905 4.7413
H37 -13.2626 -7.3281 6.2264
H38 -14.2192 -8.2648 5.1458
H39 -14.3911 -6.3284 3.8776
C15 -19.9960 -5.4407 10.5647
O7 -19.8867 -4.0364 10.2102
H40 -20.7880 -5.7943 11.2249
H41 -20.0289 -6.0996 9.6970
H42 -19.0559 -5.6362 11.0805
H43 -19.8231 -3.5144 11.0133
C16 -15.7812 -3.1738 11.4785
O8 -15.6661 -2.7881 10.1695
H44 -16.0612 -2.3203 12.0960
H45 -16.5635 -3.9258 11.5811
H46 -14.8360 -3.5975 11.8179
H47 -15.4579 -3.6025 9.7058

The energy is -1239.4563 a.u. The expectation value of S² is 0.75. The spin multiplicity is 2.